1.
85
Properties=species:S:1:pos:R:3:lowdin_charge:R:1 method="wB97M-V/def2-TZVPD" homo_lumo_gap_ev=5.77 charge=-1 multiplicity=1
C 0.861 -1.679 0.356 -0.078
C 0.177 -0.570 -0.453 -0.600
C -0.693 0.333 0.489 -0.064
O 1.088 0.252 -1.155 -0.281
H 1.870 -1.717 -0.055 0.054
H 0.442 -2.682 0.286 0.038
H 0.942 -1.354 1.393 0.054
H -0.452 -1.087 -1.177 0.069
H -0.294 1.185 1.039 0.049
H -1.256 -0.358 1.117 0.050
H -1.388 0.833 -0.186 0.049
C -1.425 3.908 1.069 -0.219
C -2.773 3.150 1.413 -0.190
O -3.595 3.326 0.243 -0.110
O -1.575 5.283 0.663 -0.075
H -1.018 3.519 0.136 0.108
H -0.601 3.656 1.736 0.092
H -3.269 3.906 2.023 0.112
H -2.619 2.163 1.850 0.078
H -3.250 4.142 -0.127 0.066
H -0.909 5.441 -0.010 0.092
C 2.442 2.292 1.414 -0.770
O 2.248 2.873 0.349 0.058
N 2.683 0.990 1.534 0.168
N 2.446 2.838 2.593 0.128
H 2.569 0.471 2.392 0.098
H 2.318 0.630 0.663 0.060
H 2.307 3.837 2.543 0.123
H 3.006 2.324 3.258 0.108
C -4.372 0.425 4.146 -0.800
O -3.475 0.360 4.935 0.062
N -4.427 -0.252 3.032 0.154
N -5.302 1.355 4.077 0.155
H -4.929 0.222 2.295 0.104
H -3.614 -0.815 2.829 0.113
H -5.878 1.612 3.288 0.109
H -5.246 2.028 4.828 0.118
C 2.329 -5.851 0.003 -0.776
O 3.335 -6.196 0.635 -0.023
N 2.375 -5.578 -1.284 0.173
N 1.195 -5.662 0.598 0.170
H 3.266 -5.508 -1.755 0.113
H 1.593 -5.186 -1.788 0.055
H 1.218 -5.707 1.606 0.119
H 0.585 -5.013 0.122 0.082
C -1.381 -4.246 -2.472 -0.901
O -0.291 -4.733 -2.434 0.048
N -1.661 -3.176 -1.900 0.207
N -2.338 -4.673 -3.121 0.184
H -2.580 -2.768 -1.989 0.124
H -1.095 -2.537 -1.359 0.076
H -2.060 -5.514 -3.606 0.136
H -3.254 -4.499 -2.733 0.130
C -0.715 2.637 4.780 -0.816
O -1.554 3.133 5.498 0.038
N -1.014 1.974 3.705 0.169
N 0.544 2.622 4.970 0.174
H -2.013 1.859 3.605 0.077
H -0.505 1.130 3.488 0.117
H 1.070 2.296 4.172 0.067
H 0.888 3.063 5.811 0.126
C -1.903 1.838 -3.112 -0.807
O -0.933 2.520 -2.751 0.034
N -2.995 1.637 -2.512 0.175
N -1.914 1.288 -4.279 0.158
H -3.688 1.185 -3.091 0.102
H -3.291 2.099 -1.664 0.091
H -1.187 1.615 -4.899 0.124
H -2.715 0.745 -4.568 0.097
C 5.112 0.724 -0.824 -0.790
O 4.365 1.586 -1.169 0.099
N 4.718 -0.533 -0.591 0.158
N 6.388 0.705 -1.093 0.136
H 3.757 -0.825 -0.692 0.083
H 5.434 -1.107 -0.168 0.088
H 6.670 1.653 -0.887 0.109
H 6.967 -0.071 -0.805 0.094
C 1.738 -0.647 -4.613 -0.826
O 1.745 0.560 -4.597 0.052
N 1.483 -1.329 -3.556 0.171
N 1.993 -1.471 -5.572 0.144
H 1.605 -2.332 -3.570 0.094
H 1.355 -0.847 -2.678 0.059
H 2.467 -1.277 -6.442 0.111
H 1.853 -2.416 -5.246 0.092



2.
8
Properties=species:S:1:pos:R:3:lowdin_charge:R:1 method="wB97M-V/def2-TZVPD" homo_lumo_gap_ev=11.60 charge=0 multiplicity=1
C 0.960 -0.245 0.315 -0.468
F 1.789 -0.382 -0.686 -0.105
Si -0.930 0.172 -0.251 0.665
H 0.911 -1.174 0.938 0.049
H 1.514 0.741 1.030 0.146
H -1.574 1.357 0.300 -0.117
H -1.958 -0.904 0.054 -0.088
H -0.712 0.435 -1.701 -0.083



3.
78
Properties=species:S:1:pos:R:3:lowdin_spin:R:1 method="wB97M-V/def2-TZVPD" homo_lumo_gap_ev="6.44 / 6.45" charge=-1 s_squared=9.334 multiplicity=6
Dy 0.202 0.709 0.042 5.074
O -1.121 2.508 4.062 0.000
C -0.841 1.816 3.041 0.000
N -0.259 2.182 1.866 -0.005
C -0.208 3.530 1.543 0.000
C -1.018 4.513 2.046 0.000
C -1.102 5.737 1.529 0.000
C -0.278 6.133 0.457 0.000
C 0.574 5.187 -0.074 0.000
C 0.621 3.898 0.429 0.000
N 1.346 2.824 -0.290 -0.009
C 2.580 2.999 -0.678 -0.001
O 3.327 3.943 -0.438 0.000
C 3.038 1.887 -1.564 0.000
C 4.251 2.017 -2.294 0.000
C 4.480 1.067 -3.281 0.000
C 3.596 -0.001 -3.467 0.000
C 2.496 -0.024 -2.723 0.000
N 2.195 0.850 -1.758 -0.007
C -1.118 0.385 3.155 0.000
C -1.572 -0.113 4.352 0.000
C -1.670 -1.494 4.468 0.000
C -1.386 -2.276 3.379 0.000
C -1.052 -1.686 2.153 0.001
N -0.761 -0.344 2.044 -0.011
H -1.618 4.254 2.967 0.000
H -1.800 6.439 1.975 0.000
H -0.227 7.073 -0.022 0.000
H 1.150 5.391 -0.938 0.000
H 4.908 2.892 -2.238 0.000
H 5.446 1.143 -3.715 0.000
H 3.874 -0.841 -4.076 0.000
H 1.668 -0.690 -2.866 0.000
H -1.610 0.548 5.225 0.000
H -2.001 -1.955 5.410 0.000
H -1.476 -3.325 3.550 0.000
H -0.808 -2.339 1.335 0.000
C -1.511 -2.178 -5.036 0.000
S -1.061 -3.174 -3.685 -0.001
C -0.452 -1.971 -2.573 0.000
S -0.626 -0.285 -2.766 -0.008
N 0.132 -2.623 -1.573 0.000
N 0.830 -1.760 -0.709 -0.008
C 1.726 -2.345 -0.019 -0.001
C 2.528 -1.570 0.952 -0.001
C 3.451 -2.332 1.585 0.000
C 4.140 -1.714 2.651 0.000
C 3.831 -0.382 2.990 0.000
C 2.983 0.357 2.068 0.000
N 2.301 -0.279 1.045 -0.009
H -2.024 -2.824 -5.727 0.000
H -0.598 -1.713 -5.477 0.000
H -2.175 -1.345 -4.758 0.000
H 1.909 -3.386 -0.211 0.000
H 3.519 -3.359 1.255 0.000
H 4.961 -2.234 3.156 0.000
H 4.385 0.152 3.761 0.000
H 2.737 1.400 2.258 0.000
C -5.124 -0.512 -3.479 0.000
N -4.115 -0.409 -2.471 0.000
C -3.701 0.821 -1.882 0.000
C -2.942 0.312 -0.643 -0.002
O -2.189 1.061 -0.052 -0.011
N -3.160 -0.986 -0.472 0.000
C -3.821 -1.395 -1.563 0.000
N -4.281 -2.663 -1.681 0.000
H -4.671 -0.554 -4.452 0.000
H -5.834 0.383 -3.404 0.000
H -5.749 -1.358 -3.167 0.000
H -4.550 1.486 -1.574 0.000
H -2.968 1.291 -2.517 0.000
H -3.851 -3.145 -0.869 0.000
H -4.160 -3.130 -2.574 0.000
F 1.678 -3.537 4.376 0.000
B 1.281 -4.491 3.412 0.000
F 0.782 -3.860 2.227 0.000
F 2.318 -5.307 3.041 0.000
F 0.247 -5.279 3.949 0.000



Please write out number 1 again, unchanged.
85
Properties=species:S:1:pos:R:3:lowdin_charge:R:1 method="wB97M-V/def2-TZVPD" homo_lumo_gap_ev=5.77 charge=-1 multiplicity=1
C 0.861 -1.679 0.356 -0.078
C 0.177 -0.570 -0.453 -0.600
C -0.693 0.333 0.489 -0.064
O 1.088 0.252 -1.155 -0.281
H 1.870 -1.717 -0.055 0.054
H 0.442 -2.682 0.286 0.038
H 0.942 -1.354 1.393 0.054
H -0.452 -1.087 -1.177 0.069
H -0.294 1.185 1.039 0.049
H -1.256 -0.358 1.117 0.050
H -1.388 0.833 -0.186 0.049
C -1.425 3.908 1.069 -0.219
C -2.773 3.150 1.413 -0.190
O -3.595 3.326 0.243 -0.110
O -1.575 5.283 0.663 -0.075
H -1.018 3.519 0.136 0.108
H -0.601 3.656 1.736 0.092
H -3.269 3.906 2.023 0.112
H -2.619 2.163 1.850 0.078
H -3.250 4.142 -0.127 0.066
H -0.909 5.441 -0.010 0.092
C 2.442 2.292 1.414 -0.770
O 2.248 2.873 0.349 0.058
N 2.683 0.990 1.534 0.168
N 2.446 2.838 2.593 0.128
H 2.569 0.471 2.392 0.098
H 2.318 0.630 0.663 0.060
H 2.307 3.837 2.543 0.123
H 3.006 2.324 3.258 0.108
C -4.372 0.425 4.146 -0.800
O -3.475 0.360 4.935 0.062
N -4.427 -0.252 3.032 0.154
N -5.302 1.355 4.077 0.155
H -4.929 0.222 2.295 0.104
H -3.614 -0.815 2.829 0.113
H -5.878 1.612 3.288 0.109
H -5.246 2.028 4.828 0.118
C 2.329 -5.851 0.003 -0.776
O 3.335 -6.196 0.635 -0.023
N 2.375 -5.578 -1.284 0.173
N 1.195 -5.662 0.598 0.170
H 3.266 -5.508 -1.755 0.113
H 1.593 -5.186 -1.788 0.055
H 1.218 -5.707 1.606 0.119
H 0.585 -5.013 0.122 0.082
C -1.381 -4.246 -2.472 -0.901
O -0.291 -4.733 -2.434 0.048
N -1.661 -3.176 -1.900 0.207
N -2.338 -4.673 -3.121 0.184
H -2.580 -2.768 -1.989 0.124
H -1.095 -2.537 -1.359 0.076
H -2.060 -5.514 -3.606 0.136
H -3.254 -4.499 -2.733 0.130
C -0.715 2.637 4.780 -0.816
O -1.554 3.133 5.498 0.038
N -1.014 1.974 3.705 0.169
N 0.544 2.622 4.970 0.174
H -2.013 1.859 3.605 0.077
H -0.505 1.130 3.488 0.117
H 1.070 2.296 4.172 0.067
H 0.888 3.063 5.811 0.126
C -1.903 1.838 -3.112 -0.807
O -0.933 2.520 -2.751 0.034
N -2.995 1.637 -2.512 0.175
N -1.914 1.288 -4.279 0.158
H -3.688 1.185 -3.091 0.102
H -3.291 2.099 -1.664 0.091
H -1.187 1.615 -4.899 0.124
H -2.715 0.745 -4.568 0.097
C 5.112 0.724 -0.824 -0.790
O 4.365 1.586 -1.169 0.099
N 4.718 -0.533 -0.591 0.158
N 6.388 0.705 -1.093 0.136
H 3.757 -0.825 -0.692 0.083
H 5.434 -1.107 -0.168 0.088
H 6.670 1.653 -0.887 0.109
H 6.967 -0.071 -0.805 0.094
C 1.738 -0.647 -4.613 -0.826
O 1.745 0.560 -4.597 0.052
N 1.483 -1.329 -3.556 0.171
N 1.993 -1.471 -5.572 0.144
H 1.605 -2.332 -3.570 0.094
H 1.355 -0.847 -2.678 0.059
H 2.467 -1.277 -6.442 0.111
H 1.853 -2.416 -5.246 0.092